(1)
DFT (ωB97M-V/def2-TZVPD) results for CrCuH12HfO26S5 as an isolated structure in a non-equilibrium geometry.

As for the HOMO energy (spin up / spin down): 3.791 / 3.791 eV. As for the spin multiplicity: 6. The net charge is -4.

Atoms and positions in Å:
Hf -0.99 1.69 2.21
Cu 1.88 2.01 -1.15
Cr -2.71 -2.02 -0.50
S 0.38 -0.69 -0.09
O 1.13 -1.82 0.43
O 0.19 0.26 1.00
O 1.11 -0.02 -1.20
O -0.84 -1.30 -0.66
S -3.91 0.87 0.13
O -3.29 -0.08 -0.74
O -2.88 1.23 1.15
O -4.36 1.97 -0.62
O -5.03 0.24 0.76
S 1.68 3.97 1.28
O 0.92 2.79 1.67
O 0.77 5.10 1.41
O 2.87 4.16 2.13
O 2.07 3.84 -0.09
S -2.09 -1.72 2.86
O -3.17 -1.98 3.78
O -2.57 -1.97 1.52
O -1.70 -0.32 2.94
O -0.94 -2.59 3.23
S -1.02 3.36 -1.16
O 0.16 3.31 -2.00
O -0.94 2.37 -0.10
O -1.03 4.71 -0.55
O -2.24 3.21 -1.93
O 4.15 -0.73 -1.03
H 4.67 -0.94 -1.80
H 3.26 -0.60 -1.36
O -1.14 0.17 -2.81
H -1.23 -0.35 -2.01
H -0.25 0.52 -2.78
O 1.30 -1.78 -3.37
H 1.66 -1.36 -4.14
H 1.11 -1.06 -2.77
O 1.16 -3.84 -1.51
H 1.40 -3.34 -2.28
H 1.41 -3.28 -0.77
O 2.67 -1.14 2.38
H 2.11 -1.49 1.68
H 3.34 -0.63 1.91
O 0.39 -3.92 1.51
H 0.52 -3.09 1.06
H 0.01 -3.68 2.36

(2)
DFT (ωB97M-V/def2-TZVPD) results for CrF4H2N2O13PS4 as an isolated structure in a non-equilibrium geometry.

As for the HOMO energy (spin up / spin down): -2.660 / -2.629 eV. As for the spin multiplicity: 4. The net charge is -2.

Atoms and positions in Å:
Cr 0.63 0.51 -0.54
N -0.51 -1.13 -0.95
S -1.74 -1.31 -2.00
O -2.91 -1.91 -1.43
O -1.39 -1.57 -3.35
F -2.13 0.22 -2.06
S -0.46 -2.76 -0.51
O -0.63 -3.71 -1.57
O -1.03 -3.10 0.75
F 1.10 -2.87 -0.17
N -0.11 0.82 1.36
S 0.66 1.47 2.76
O 0.75 0.60 3.88
O 0.55 2.88 2.88
F 2.12 1.37 2.10
S -1.56 0.73 2.03
O -2.21 1.99 2.25
O -1.75 -0.30 3.00
F -2.36 0.11 0.81
P 1.09 2.22 -2.03
O 1.25 3.17 -3.16
O -0.31 2.07 -1.28
O 1.91 2.02 -0.71
O 1.20 0.69 -2.43
O 2.25 -0.66 0.04
H 2.58 -0.85 0.92
H 3.01 -0.70 -0.56

| no. | electronic energy (eV) |
| --- | --- |
| 1 | -181971.4079 |
| 2 | -121556.1493 |